# 1
{"formula": "C8H14N", "method": "ωB97M-V/def2-TZVPD", "largest_force_ev_per_a": 7.3, "charge": 1, "homo_energy_ev": -14.498, "energy_ev": -10000.217, "de_lowest_kcal_mol": 112.1, "elements": ["C", "C", "C", "C", "C", "C", "C", "C", "N", "H", "H", "H", "H", "H", "H", "H", "H", "H", "H", "H", "H", "H", "H"], "positions_angstrom": [[-0.755, 1.517, -1.243], [-0.039, 1.721, -0.242], [1.067, 0.445, 0.453], [-0.070, -0.494, 0.024], [2.582, 0.598, 0.025], [0.340, -1.215, -1.319], [-0.397, -1.561, 1.127], [-2.285, 0.796, 0.591], [-1.162, 0.594, -0.259], [-1.317, 1.835, -2.057], [1.027, 0.650, 1.456], [3.171, 0.133, 0.862], [2.913, 1.658, 0.080], [2.980, 0.101, -0.811], [0.580, -0.444, -2.147], [-0.676, -1.731, -1.628], [1.118, -1.825, -1.184], [-1.155, -1.144, 1.817], [0.467, -1.882, 1.560], [-0.790, -2.464, 0.623], [-2.747, -0.128, 0.825], [-1.977, 1.422, 1.443], [-2.875, 1.420, 0.003]], "nbo_charge": [-0.0530, 0.1926, -0.0309, 0.1545, -0.6575, -0.6122, -0.6290, -0.4131, -0.2706, 0.2660, 0.2100, 0.2486, 0.2663, 0.2420, 0.2249, 0.2336, 0.2250, 0.2321, 0.2392, 0.2417, 0.2397, 0.2219, 0.2283]}

***

# 2
{"formula": "C8H14N2O3", "method": "ωB97M-V/def2-TZVPD", "largest_force_ev_per_a": 2.6, "homo_energy_ev": -9.444, "energy_ev": -17646.615, "de_lowest_kcal_mol": 4.8, "elements": ["C", "C", "C", "C", "C", "C", "C", "C", "H", "H", "H", "H", "H", "H", "H", "H", "H", "H", "H", "H", "H", "H", "N", "N", "O", "O", "O"], "positions_angstrom": [[2.004, -0.497, 0.289], [0.882, 0.469, -0.162], [3.296, 0.239, 0.286], [-1.517, 0.859, -0.408], [-1.690, 2.241, 0.298], [-2.726, -0.042, -0.272], [-2.142, -1.452, -0.085], [-0.882, -1.173, 0.659], [2.192, -1.362, -1.618], [2.684, -2.298, -0.373], [1.760, -0.881, 1.314], [3.250, 1.053, 1.025], [3.496, 0.636, -0.715], [4.152, -0.449, 0.559], [-1.426, 1.043, -1.486], [-3.288, 0.227, 0.678], [-3.457, 0.088, -1.049], [-1.831, -1.906, -1.093], [-2.810, -2.112, 0.521], [-0.140, -1.935, 0.499], [-1.057, -1.056, 1.757], [0.070, 2.716, -0.311], [1.967, -1.631, -0.667], [-0.403, 0.117, 0.147], [1.114, 1.496, -0.796], [-2.750, 2.464, 0.853], [-0.748, 3.146, 0.148]], "nbo_charge": [-0.1367, 0.7114, -0.6179, -0.1666, 0.7864, -0.4128, -0.4097, -0.2251, 0.3673, 0.3629, 0.2092, 0.2223, 0.2271, 0.2079, 0.2223, 0.2383, 0.2281, 0.2051, 0.2306, 0.2384, 0.1915, 0.5192, -0.8411, -0.4141, -0.6720, -0.5944, -0.6775]}

***

# 3
{"formula": "C8H14N2O3", "method": "ωB97M-V/def2-TZVPD", "largest_force_ev_per_a": 5.1, "homo_energy_ev": [-7.138, -7.138], "energy_ev": -17639.002, "de_lowest_kcal_mol": 180.3, "elements": ["C", "C", "C", "C", "C", "C", "C", "C", "N", "N", "O", "O", "O", "H", "H", "H", "H", "H", "H", "H", "H", "H", "H", "H", "H", "H", "H"], "positions_angstrom": [[0.403, -1.863, -1.663], [-0.977, 0.040, -2.413], [-0.238, -1.124, -2.657], [0.398, -1.658, -0.259], [2.350, -0.299, -0.452], [-2.950, 1.814, -0.146], [1.167, -0.804, 1.737], [-0.134, -0.042, 2.110], [-1.454, 0.430, -1.282], [1.345, -0.955, 0.355], [-0.171, -1.662, -3.926], [-1.388, -0.621, 1.994], [-2.253, 1.623, -1.405], [0.744, -2.876, -1.957], [-1.345, 0.487, -3.380], [1.855, 0.604, -0.898], [3.076, 0.150, 0.128], [2.783, -0.923, -1.151], [-3.013, 0.885, 0.440], [-3.978, 2.121, -0.558], [-2.510, 2.657, 0.532], [1.984, -0.275, 2.335], [1.123, -1.870, 2.222], [-0.207, 0.752, 1.383], [-0.082, 0.432, 3.115], [-0.385, -0.925, -4.455], [-1.682, -0.787, 0.985]], "nbo_charge": [-0.3248, -0.0111, 0.1551, 0.1610, -0.4164, -0.2668, -0.2502, -0.0622, -0.1704, -0.3893, -0.6585, -0.7383, -0.4106, 0.2533, 0.1698, 0.2079, 0.2044, 0.2166, 0.2024, 0.1950, 0.1816, 0.2144, 0.2235, 0.1618, 0.1832, 0.4645, 0.5043]}

***

# 4
{"formula": "C8H14N2O3S", "method": "ωB97M-V/def2-TZVPD", "largest_force_ev_per_a": 5.3, "homo_energy_ev": -9.166, "energy_ev": -28477.874, "de_lowest_kcal_mol": 87.8, "elements": ["C", "C", "C", "C", "C", "C", "C", "C", "N", "N", "O", "O", "O", "S", "H", "H", "H", "H", "H", "H", "H", "H", "H", "H", "H", "H", "H", "H"], "positions_angstrom": [[-0.387, -2.360, -0.221], [0.889, -2.116, 0.116], [-1.409, -1.342, -0.027], [-1.205, 0.065, 0.457], [1.290, -0.756, 0.539], [0.112, 0.480, -0.012], [-3.851, -0.967, -0.301], [0.977, 2.699, -0.655], [-2.643, -1.814, -0.227], [0.666, 1.785, 0.429], [3.274, 0.773, 1.020], [3.793, -1.389, 0.013], [2.793, 0.387, -1.361], [2.893, -0.294, -0.116], [-0.928, -3.256, -0.386], [1.696, -2.809, 0.276], [-1.875, 0.739, -0.006], [-1.407, 0.143, 1.589], [1.243, -0.794, 1.672], [0.184, 0.323, -1.088], [-4.660, -1.659, -0.114], [-4.035, -0.696, -1.249], [-3.756, -0.057, 0.350], [1.804, 2.386, -1.340], [0.140, 3.148, -1.251], [1.423, 3.547, -0.173], [0.060, 2.207, 1.143], [2.920, 1.628, 0.922]], "nbo_charge": [-0.2257, -0.1751, 0.2408, -0.5113, -0.5528, 0.0190, -0.4450, -0.4433, -0.4011, -0.6681, -0.9000, -0.9153, -0.9414, 2.3962, 0.2489, 0.2375, 0.2303, 0.2300, 0.2639, 0.2190, 0.2155, 0.2038, 0.1724, 0.2391, 0.1768, 0.1965, 0.3737, 0.5158]}

***

# 5
{"formula": "C8H14N2O3S", "method": "ωB97M-V/def2-TZVPD", "largest_force_ev_per_a": 6.0, "homo_energy_ev": -8.808, "energy_ev": -28478.347, "de_lowest_kcal_mol": 76.9, "elements": ["C", "C", "C", "C", "C", "C", "C", "C", "N", "N", "O", "O", "O", "S", "H", "H", "H", "H", "H", "H", "H", "H", "H", "H", "H", "H", "H", "H"], "positions_angstrom": [[-1.494, -2.653, 1.850], [-1.090, -1.348, 2.005], [-0.651, -3.689, 2.207], [1.076, -2.213, 2.353], [0.223, -1.132, 2.243], [-0.728, 2.193, -2.701], [0.353, 1.389, -2.004], [-0.141, 0.495, -0.797], [0.624, -3.449, 2.354], [0.980, -0.144, -0.130], [0.310, 0.204, 4.371], [2.173, 0.689, 2.893], [-0.121, 1.488, 2.276], [0.768, 0.478, 2.750], [-2.435, -2.746, 1.523], [-1.758, -0.520, 1.969], [-0.961, -4.777, 2.154], [2.116, -2.066, 2.551], [1.008, 0.049, 5.080], [-0.351, 2.425, -3.853], [-1.564, 1.621, -3.007], [-1.013, 3.090, -2.345], [1.135, 2.087, -1.647], [0.744, 0.714, -2.699], [-0.389, 1.231, -0.099], [-0.848, -0.205, -1.153], [1.626, 0.556, 0.083], [1.420, -0.977, -0.541]], "nbo_charge": [-0.2317, -0.1714, 0.0399, 0.0340, -0.2880, -0.5932, -0.4048, -0.2251, -0.4047, -0.8542, -0.9486, -0.9152, -0.8990, 2.3655, 0.2116, 0.2430, 0.2030, 0.2081, 0.5168, 0.1897, 0.2033, 0.2044, 0.1927, 0.1913, 0.2076, 0.1907, 0.3625, 0.3715]}

***

# 6
{"formula": "C8H14N3", "method": "ωB97M-V/def2-TZVPD", "largest_force_ev_per_a": 5.3, "charge": 1, "homo_energy_ev": -12.884, "energy_ev": -12985.347, "de_lowest_kcal_mol": 59.1, "elements": ["C", "C", "C", "C", "C", "C", "C", "C", "N", "N", "N", "H", "H", "H", "H", "H", "H", "H", "H", "H", "H", "H", "H", "H", "H"], "positions_angstrom": [[1.668, -1.112, -0.307], [2.237, 0.083, -0.203], [0.132, 0.388, -0.014], [-0.627, -1.959, -0.432], [-1.983, -1.300, -0.751], [-1.767, 0.986, -0.085], [3.681, 0.507, -0.079], [-1.940, 1.923, 1.059], [0.347, -0.926, -0.253], [1.304, 0.992, 0.039], [-2.385, -0.191, 0.091], [2.033, -2.143, -0.439], [-0.560, -2.643, 0.463], [-0.526, -2.779, -1.116], [-2.028, -0.999, -1.780], [-2.766, -2.166, -0.636], [-1.834, 1.372, -1.173], [3.975, 0.916, 0.956], [4.432, -0.211, -0.217], [3.874, 1.269, -0.835], [-2.380, 1.415, 1.951], [-2.786, 2.599, 0.893], [-1.089, 2.533, 1.358], [1.537, 1.904, 0.382], [-2.548, -0.461, 1.128]], "nbo_charge": [-0.0576, 0.1376, 0.3231, -0.2533, -0.2299, 0.1315, -0.6568, -0.6706, -0.3346, -0.4950, -0.6042, 0.2455, 0.2221, 0.2524, 0.2212, 0.2363, 0.2398, 0.2386, 0.2524, 0.2362, 0.2299, 0.2541, 0.2394, 0.4474, 0.3944]}

***

# 7
{"formula": "C8H14N3O2S", "method": "ωB97M-V/def2-TZVPD", "largest_force_ev_per_a": 3.3, "charge": 1, "homo_energy_ev": [-12.891, -11.949], "energy_ev": -27909.546, "de_lowest_kcal_mol": 131.5, "elements": ["C", "C", "C", "C", "C", "C", "C", "C", "N", "N", "N", "O", "O", "S", "H", "H", "H", "H", "H", "H", "H", "H", "H", "H", "H", "H", "H", "H"], "positions_angstrom": [[-1.756, -0.739, -0.048], [-1.681, -0.149, 1.133], [-0.688, -1.761, -0.571], [-2.518, 0.190, -1.023], [-2.358, 1.088, 1.278], [2.868, -0.764, -0.614], [3.250, 0.626, -0.762], [2.749, 0.140, 0.581], [0.279, -1.851, 0.597], [0.596, -0.923, 1.439], [-2.546, 1.462, -0.230], [0.809, 1.536, 1.925], [0.381, 0.955, -0.396], [1.026, 0.631, 0.856], [-0.907, -2.845, -0.751], [-0.224, -1.276, -1.467], [-2.070, 0.373, -2.081], [-3.474, -0.250, -1.222], [-3.406, 0.921, 1.699], [-1.691, 1.856, 1.784], [1.820, -1.138, -0.955], [3.646, -1.510, -0.559], [4.304, 0.785, -0.894], [2.770, 1.386, -1.277], [3.338, 0.363, 1.435], [0.387, -2.894, 0.947], [-1.546, 1.737, -0.365], [-3.356, 2.052, -0.458]], "nbo_charge": [-0.1496, 0.0644, -0.2580, -0.2556, -0.3384, -0.3850, -0.4004, -0.4976, -0.3076, -0.3653, -0.5502, -0.8977, -0.9966, 2.2609, 0.2447, 0.2313, 0.2434, 0.2346, 0.2503, 0.2798, 0.2249, 0.2512, 0.2409, 0.2411, 0.2810, 0.4172, 0.4834, 0.4529]}

***

# 8
{"formula": "C8H14N3O2S", "method": "ωB97M-V/def2-TZVPD", "largest_force_ev_per_a": 5.2, "charge": 1, "homo_energy_ev": -12.047, "energy_ev": -27912.018, "de_lowest_kcal_mol": 74.5, "elements": ["C", "C", "C", "C", "C", "C", "C", "C", "N", "N", "N", "O", "O", "S", "H", "H", "H", "H", "H", "H", "H", "H", "H", "H", "H", "H", "H", "H"], "positions_angstrom": [[0.294, 2.515, -2.503], [0.765, 1.280, -2.121], [0.677, 2.578, -0.340], [-1.545, -2.377, 2.171], [-1.752, -2.768, 0.855], [-0.425, -3.126, 1.566], [-0.254, 4.573, -1.481], [1.489, -3.491, 0.369], [0.356, 3.268, -1.387], [0.958, 1.330, -0.768], [0.666, -2.616, 0.847], [-0.619, 0.304, 1.019], [1.779, 0.106, 1.505], [0.658, -0.054, 0.395], [0.039, 2.699, -3.527], [0.761, 0.306, -2.549], [0.960, 3.055, 0.616], [-1.420, -1.312, 2.224], [-2.094, -2.898, 2.838], [-2.597, -3.493, 0.713], [-1.705, -2.222, -0.078], [-0.461, -4.176, 1.853], [0.212, 5.210, -2.296], [-1.284, 4.344, -1.820], [-0.348, 5.003, -0.496], [1.301, -4.617, 0.223], [1.383, -0.434, 2.467], [2.204, -2.984, -0.296]], "nbo_charge": [-0.0680, -0.0171, 0.2511, -0.4249, -0.3937, -0.1176, -0.4187, -0.0592, -0.2702, -0.5265, -0.4462, -0.9112, -0.8965, 1.7466, 0.2684, 0.2501, 0.2614, 0.2349, 0.2324, 0.2203, 0.2176, 0.2041, 0.2487, 0.2323, 0.2382, 0.1938, 0.5725, 0.1774]}

***

# 9
{"formula": "C8H14N4O3", "method": "ωB97M-V/def2-TZVPD", "largest_force_ev_per_a": 4.6, "s_squared": 2.01, "multiplicity": 3, "homo_energy_ev": [-6.854, -10.096], "energy_ev": -20618.534, "de_lowest_kcal_mol": 33.6, "elements": ["C", "C", "C", "C", "C", "C", "C", "C", "N", "N", "N", "N", "O", "O", "O", "H", "H", "H", "H", "H", "H", "H", "H", "H", "H", "H", "H", "H", "H"], "positions_angstrom": [[1.468, 0.531, 1.568], [1.341, -0.196, 0.168], [-0.053, -0.681, -0.119], [-0.563, 0.301, -1.166], [2.350, -1.348, 0.130], [-1.077, -0.709, 1.152], [-1.350, 1.569, -0.619], [-1.412, -0.129, -2.418], [1.638, 0.703, -0.864], [0.741, 1.012, -1.642], [1.573, 1.839, 1.371], [-0.071, -2.070, -0.730], [1.504, 0.068, 2.692], [0.526, -2.114, -1.772], [-0.618, -2.986, -0.142], [3.286, -0.752, 0.100], [2.303, -1.793, -0.821], [2.231, -2.140, 0.934], [-2.145, -0.718, 0.869], [-0.985, 0.220, 1.688], [-0.864, -1.543, 1.829], [-2.097, 1.106, 0.116], [-1.915, 2.032, -1.425], [-0.643, 2.300, -0.213], [-1.479, 0.650, -3.124], [-2.338, -0.417, -1.951], [-0.887, -0.996, -2.902], [1.478, 2.313, 0.552], [1.356, 2.309, 2.246]], "nbo_charge": [0.6815, -0.0352, 0.0287, 0.1597, -0.6165, -0.6119, -0.6155, -0.6212, -0.1631, -0.1564, -0.8014, 0.5391, -0.6082, -0.3710, -0.3542, 0.2295, 0.2352, 0.2395, 0.2193, 0.2203, 0.2572, 0.2121, 0.2249, 0.2181, 0.2313, 0.2123, 0.2400, 0.4045, 0.4015]}